Formula: C6H13P
Source: OMol25
Level of theory: wB97M-V/def2-TZVPD

XYZ file:
```
20
Properties=species:S:1:pos:R:3
C -2.358 0.033 0.285
C 2.449 1.900 0.619
C -1.141 0.563 0.086
C -0.742 2.030 -0.024
C 0.439 -1.872 1.139
C 0.436 -0.997 -1.556
P 0.515 -0.356 0.147
H -2.556 -1.011 0.244
H -3.395 0.578 0.348
H 2.430 2.338 -0.444
H 3.216 1.238 0.873
H 0.276 2.209 0.211
H -0.732 2.285 -1.073
H -1.360 2.746 0.449
H 1.384 -2.396 1.163
H 0.408 -1.371 2.079
H -0.290 -2.626 0.921
H 1.300 -1.501 -1.936
H -0.177 -1.821 -1.467
H 0.101 -0.171 -2.136
```

Output
- frontier orbital gap (alpha / beta) (eV) = 8.2 / 7.9
- HOMO (alpha / beta) (Eh) = -0.3012 / -0.2900
- relative energy (zero: lowest compared OMol25 entry of this formula, charge and spin) (kcal/mol) = 135.09
- total charge = 0

=====

Formula: C31H42N3OPSc
Source: OMol25
Level of theory: wB97M-V/def2-TZVPD

XYZ file:
```
79
Properties=species:S:1:pos:R:3
Sc -0.651 -0.292 0.733
N 0.148 -3.252 2.371
N 0.029 -1.948 -1.125
C 0.513 2.296 -0.318
C 1.603 1.432 -0.022
C 1.535 1.118 1.389
C 2.457 0.171 2.045
H 3.156 -0.304 1.340
H 1.893 -0.663 2.562
H 3.065 0.675 2.806
C 0.385 1.766 1.937
C -0.271 1.560 3.251
H -0.040 2.346 3.987
H 0.005 0.535 3.613
H -1.367 1.563 3.163
C -0.307 2.434 0.842
C -1.588 3.161 0.946
H -2.279 2.588 1.584
H -2.036 3.243 -0.053
H -1.510 4.180 1.379
C 2.703 1.034 -0.926
H 3.614 1.654 -0.783
H 2.378 1.125 -1.973
H 2.975 -0.016 -0.727
C 0.289 2.964 -1.608
H -0.793 3.072 -1.758
H 0.704 2.329 -2.400
H 0.762 3.965 -1.665
C -0.666 -3.566 3.370
H -0.248 -3.589 4.378
C -1.956 -4.063 3.173
H -2.442 -4.514 4.027
C -2.484 -3.973 1.901
H -3.446 -4.412 1.707
C -1.782 -3.314 0.887
H -2.197 -3.183 -0.116
C -0.382 -3.015 1.134
C 0.439 -2.258 0.192
H 1.469 -1.944 0.374
C -0.475 -0.725 -1.540
C 0.010 -2.873 -2.184
H 0.234 -3.899 -1.969
C -0.267 -2.174 -3.277
H -0.327 -2.545 -4.286
N -0.492 -0.839 -2.901
C -0.695 0.249 -3.811
C 0.288 0.583 -4.768
C 0.100 1.702 -5.597
H 0.880 2.027 -6.292
C -1.089 2.435 -5.543
C -1.342 3.569 -6.485
H -1.889 4.377 -5.982
H -1.946 3.249 -7.348
H -0.390 3.954 -6.863
C -2.075 2.062 -4.629
H -3.012 2.618 -4.569
C -1.901 0.960 -3.773
C -2.943 0.637 -2.759
H -3.062 -0.447 -2.637
H -3.880 1.076 -3.123
H -2.712 1.072 -1.769
C 1.614 -0.106 -4.803
H 1.547 -1.042 -5.368
H 1.992 -0.346 -3.803
H 2.356 0.540 -5.291
C 2.142 -2.569 4.551
P 0.960 -1.177 4.389
C -0.388 -1.250 5.623
C 1.976 0.041 5.270
O -0.526 -0.671 2.436
H 2.486 -2.716 5.583
H 2.989 -2.305 3.908
H 1.673 -3.459 4.137
H -0.023 -1.424 6.650
H -0.880 -0.267 5.555
H -1.110 -2.012 5.308
H 1.467 1.004 5.224
H 2.966 0.104 4.816
H 2.065 -0.320 6.301
```

Output
- frontier orbital gap (eV) = 4.8
- HOMO (Eh) = -0.0899
- relative energy (zero: lowest compared OMol25 entry of this formula, charge and spin) (kcal/mol) = 70.13
- total charge = -1

=====

Formula: CH4N2S
Source: OMol25
Level of theory: wB97M-V/def2-TZVPD

XYZ file:
```
8
Properties=species:S:1:pos:R:3
C -1.249 0.258 -0.035
N 0.546 -1.073 -0.005
N -0.355 1.253 0.029
S -2.676 -0.356 0.003
H -0.072 -1.759 -0.499
H 0.787 -1.393 0.932
H 0.564 0.724 -0.113
H -0.748 2.186 0.000
```

Output
- frontier orbital gap (alpha / beta) (eV) = 8.3 / 8.3
- HOMO (alpha / beta) (Eh) = -0.3003 / -0.3000
- relative energy (zero: lowest compared OMol25 entry of this formula, charge and spin) (kcal/mol) = 78.31
- total charge = 0